Record 1
{"formula": "C32H65As3BrCl3GeN4Si2Ti", "method": "ωB97M-V/def2-TZVPD", "total_energy_ha": -15643.88557, "orbital_gap_ha": [0.2507, 0.2018], "total_charge": 3, "largest_force_ha_per_bohr": 0.015, "e_above_lowest_kcal_mol": 0.00, "spin_multiplicity": 2, "elements": ["H", "H", "H", "H", "C", "H", "C", "C", "C", "H", "H", "H", "N", "H", "C", "C", "C", "H", "H", "H", "H", "C", "Ti", "H", "H", "H", "H", "As", "H", "C", "C", "H", "H", "H", "H", "C", "C", "H", "C", "H", "H", "Cl", "H", "Si", "H", "C", "C", "H", "N", "H", "C", "H", "H", "H", "C", "Cl", "H", "N", "C", "H", "C", "C", "As", "H", "H", "H", "Cl", "H", "H", "As", "H", "H", "Ge", "H", "H", "H", "H", "H", "H", "H", "H", "C", "H", "C", "Br", "C", "H", "H", "C", "C", "H", "H", "H", "H", "H", "C", "H", "H", "H", "H", "N", "H", "H", "C", "C", "H", "Si", "H", "C", "C", "C", "C"], "positions_angstrom": [[3.3168, -2.2190, 4.7755], [-0.9724, -3.5610, 0.4932], [-1.9966, -3.7597, 3.9596], [3.3220, 3.4155, 0.7898], [3.6083, -1.2133, -1.7873], [2.1600, -4.4830, 1.0753], [-2.8580, -3.3049, 1.4453], [-1.6243, 1.1635, 4.4196], [-2.1491, -0.6823, 1.4496], [3.0464, -4.6951, -2.0520], [4.1884, -0.5332, -2.4164], [3.1539, 0.9613, 0.3110], [1.1679, 1.0811, -0.4048], [2.5480, -0.6068, -4.6432], [-1.6569, -2.8565, 0.9350], [0.2949, -5.2490, -1.1159], [-0.5421, -1.4246, -4.4082], [3.6965, -1.9094, -4.9622], [2.6926, -0.6684, 4.2175], [0.8830, 2.5946, 4.7200], [-0.8535, -2.4018, -4.7465], [1.5315, 4.0240, -0.2285], [0.2594, -0.8187, -0.8012], [-1.2952, 3.3245, 0.6537], [-2.3371, -2.9148, -1.4469], [-2.4172, 0.4262, 4.3100], [-0.9768, -3.1182, 7.9960], [0.0462, 0.4882, 3.6503], [1.9880, -2.1600, -5.2909], [1.0757, -3.3467, 5.4990], [2.6646, 3.0206, 0.0108], [0.5566, 2.0035, -3.0936], [-0.4013, -6.0909, -1.1940], [-1.9424, 2.0814, 3.9288], [-1.3539, -0.3830, -6.0867], [0.5529, 4.2194, 0.9239], [-1.6698, -4.7244, 4.3520], [-2.6023, -4.5614, -2.0303], [1.1503, -2.1906, 4.4492], [-1.1268, -5.2910, 3.5994], [4.3639, -4.0094, -2.9955], [-3.5670, 2.7539, 0.0200], [1.1764, 1.2418, 5.8173], [-0.2445, -3.9790, -2.3756], [-1.4730, 1.3707, 5.4785], [-3.3558, -1.0343, 2.0133], [3.2732, -4.0723, -2.9143], [-2.5280, -5.2978, 4.7008], [-1.2946, -1.5707, 0.9104], [2.9183, -4.5869, -3.8082], [2.4785, -1.5233, 4.8472], [0.3263, -4.9406, -0.0746], [0.3576, 1.6523, -0.0517], [1.2811, -2.9419, 6.4930], [1.2308, 1.5632, 4.7772], [-1.8250, 0.0482, -1.2995], [0.9648, 3.7736, -1.1343], [-0.3987, 3.0833, 1.0638], [2.6879, -1.6883, -4.5979], [4.3129, -1.7689, -1.1664], [1.2293, -2.8361, 3.0405], [-1.6109, -3.4439, 7.1746], [-0.5550, -4.3303, 5.8474], [1.3414, 1.4248, -1.3441], [1.9852, -3.6211, 3.0926], [1.8522, -4.0895, 5.3066], [-4.5579, 1.5796, -2.9735], [1.9622, 1.5591, 1.4677], [2.5628, -3.6633, -0.4250], [1.8145, -1.9757, 1.3330], [0.2242, -4.1117, -4.8697], [1.1075, 4.3320, 1.8591], [-2.8605, 2.5932, -2.0944], [-1.8620, 0.3587, 1.4149], [2.4310, -1.1613, 5.8756], [-3.1146, -4.3550, 1.3979], [3.9719, -1.7515, 2.5530], [-0.5973, 1.8601, -5.2732], [-2.3841, -4.1133, 7.5472], [2.0069, 4.9832, -0.4403], [-0.8359, -5.3765, -4.2538], [2.2899, 1.6039, 0.4326], [0.9028, -5.4666, -3.9722], [0.1798, -1.2765, -3.2247], [-5.3543, -2.9119, 2.6976], [-0.0194, -1.2165, 4.6485], [0.2821, -3.3254, 2.7957], [1.2830, -5.6396, -1.3617], [-0.4012, 0.9643, -4.6996], [0.0548, -4.7827, -4.0252], [-2.0642, -2.5888, 6.6673], [-0.6072, 2.9256, 2.0427], [-2.4654, -3.2287, -3.1628], [-0.1061, -0.9528, 5.7075], [-0.9661, -1.6808, 4.3478], [0.7150, -2.3028, -2.2648], [-4.0076, -0.2711, 2.4187], [4.0783, -0.9778, 0.9675], [0.0075, 5.1510, 0.7721], [3.0044, -0.5854, -1.1274], [0.5474, -0.0626, -2.7925], [3.6950, -3.6038, 0.9382], [2.2655, 1.5319, 4.4426], [-3.7242, -2.3729, 1.9949], [2.6448, -3.6077, 0.6497], [3.2739, 2.9582, -0.8961], [2.5886, -2.3511, -2.8781], [3.2981, -0.1215, 2.3087], [3.4637, -1.0917, 1.8548], [0.2525, 1.0456, -3.5009], [-2.0673, -3.6268, -2.2265], [-0.8196, -0.2959, -5.1485]], "atomic_forces_ev_per_a": [[0.0, 0.0, 0.0], [0.1, -0.1, -0.1], [-0.1, -0.1, -0.1], [0.0, 0.0, 0.0], [0.1, 0.0, 0.1], [0.0, 0.0, 0.0], [0.1, -0.1, 0.0], [0.0, 0.0, 0.0], [0.1, 0.1, 0.1], [0.1, -0.1, 0.0], [0.0, 0.0, 0.0], [0.1, -0.1, 0.0], [-0.2, 0.2, 0.3], [0.0, 0.0, -0.1], [0.0, 0.0, 0.0], [0.1, -0.1, 0.0], [-0.2, 0.0, 0.0], [0.0, 0.1, 0.0], [0.0, 0.1, 0.0], [0.0, 0.0, 0.0], [0.0, 0.1, 0.0], [-0.1, 0.0, 0.0], [-0.7, -0.1, -0.3], [0.0, 0.0, -0.1], [-0.1, 0.0, -0.1], [0.0, 0.0, 0.0], [0.0, 0.0, 0.0], [0.2, 0.0, -0.1], [0.1, 0.0, 0.0], [0.0, -0.1, 0.0], [0.1, 0.1, 0.1], [0.0, 0.0, 0.0], [0.0, 0.0, 0.0], [0.0, 0.0, 0.0], [0.0, 0.0, 0.0], [-0.1, -0.1, 0.1], [-0.1, -0.1, -0.1], [0.0, 0.0, 0.0], [0.1, 0.0, 0.1], [0.0, 0.0, 0.0], [-0.1, 0.0, 0.0], [-0.1, 0.0, 0.0], [0.0, 0.0, 0.0], [0.1, 0.1, 0.1], [0.0, 0.0, 0.0], [0.1, 0.0, 0.0], [0.1, -0.2, 0.0], [0.0, 0.0, 0.0], [0.2, 0.1, -0.4], [0.0, 0.0, 0.0], [-0.1, 0.1, -0.1], [-0.1, 0.0, 0.1], [0.0, 0.0, 0.1], [0.0, 0.0, 0.0], [0.0, 0.0, 0.1], [0.2, -0.2, 0.0], [0.0, 0.0, 0.0], [0.3, 0.0, -0.2], [0.0, 0.0, -0.3], [0.0, 0.0, 0.0], [-0.1, 0.1, 0.2], [0.0, 0.0, 0.0], [0.1, -0.1, 0.2], [0.0, 0.0, 0.0], [0.0, -0.1, 0.1], [0.0, 0.0, 0.0], [0.1, 0.0, 0.0], [-0.1, 0.0, 0.1], [0.0, 0.0, -0.1], [0.2, 0.0, 0.0], [0.0, -0.1, 0.1], [0.0, 0.0, 0.0], [-0.1, 0.2, 0.0], [0.0, 0.0, -0.1], [0.0, 0.0, 0.0], [0.0, 0.0, 0.0], [0.1, 0.0, 0.0], [0.0, 0.0, 0.0], [0.0, 0.0, 0.0], [0.0, 0.0, 0.0], [0.1, 0.0, 0.0], [-0.1, 0.0, -0.1], [-0.1, 0.0, -0.1], [0.3, -0.2, 0.2], [-0.2, -0.1, 0.1], [0.1, -0.2, 0.0], [0.0, 0.0, 0.0], [0.0, 0.0, 0.0], [-0.1, 0.0, -0.1], [0.1, -0.1, -0.2], [-0.1, 0.0, 0.1], [0.0, 0.0, 0.0], [0.0, 0.0, 0.0], [0.0, -0.1, 0.0], [0.0, 0.0, 0.0], [-0.2, 0.4, 0.1], [0.0, 0.0, 0.0], [0.0, 0.0, -0.1], [0.0, 0.0, 0.0], [0.0, 0.1, 0.0], [0.1, 0.0, 0.0], [0.0, 0.0, 0.0], [0.0, 0.0, 0.0], [0.0, 0.0, 0.0], [0.0, 0.0, 0.1], [0.0, 0.0, 0.0], [-0.2, -0.1, 0.2], [0.0, 0.0, 0.0], [0.0, 0.0, 0.0], [0.0, -0.1, 0.1], [-0.2, 0.1, 0.0], [0.0, 0.0, 0.0]]}


Record 2
{"formula": "C32H66BIN3O33PS8", "method": "ωB97M-V/def2-TZVPD", "total_energy_ha": -7755.07448, "orbital_gap_ha": 0.2725, "largest_force_ha_per_bohr": 0.073, "smiles": "C#CCN(COCCOCC)[C@@H](S)[C@H](O[C@@](CNC)(C[C@@H](C)I)P(N)O)B(O)CC.O=S1(=O)OCCO1.O=S1(=O)OCCO1.O=S1(=O)OCCO1.O=S1(=O)OCCO1.O=S1(=O)OCCO1.O=S1(=O)OCCO1.O=S1(=O)OCCO1", "elements": ["O", "H", "C", "O", "O", "O", "H", "H", "O", "H", "C", "H", "O", "C", "S", "C", "O", "H", "H", "H", "H", "S", "S", "H", "H", "H", "H", "O", "H", "C", "H", "C", "O", "O", "H", "H", "C", "H", "O", "O", "H", "B", "H", "H", "O", "H", "H", "H", "H", "H", "H", "C", "H", "O", "H", "C", "H", "H", "O", "C", "H", "C", "H", "H", "H", "I", "C", "C", "H", "O", "C", "H", "N", "H", "H", "O", "H", "N", "H", "O", "O", "O", "O", "C", "H", "O", "C", "H", "C", "O", "O", "O", "O", "C", "H", "C", "H", "H", "C", "H", "C", "C", "H", "H", "C", "H", "C", "H", "S", "S", "H", "O", "H", "O", "H", "C", "H", "C", "C", "C", "H", "C", "H", "C", "N", "H", "O", "O", "O", "O", "C", "S", "H", "S", "H", "H", "H", "H", "H", "H", "H", "S", "O", "C", "P"], "positions_angstrom": [[-2.1450, 3.4033, 1.4773], [-6.1732, 9.1799, 1.3751], [2.4956, 2.8423, -0.5543], [6.1922, 7.8096, 0.0705], [4.1288, 9.8417, 4.2269], [4.7006, 11.4347, 2.4289], [5.3661, -2.8270, 0.4296], [-1.7601, -4.0305, 1.5666], [1.9252, 4.8298, 0.5470], [5.4031, 9.6965, 0.2636], [-5.6624, -4.6423, -3.3789], [-3.0372, -4.0395, -4.4060], [0.8131, -5.8328, 5.9736], [-0.7781, -4.5221, 4.8606], [1.5930, -4.4630, 5.6065], [2.3316, -5.8936, 1.3363], [1.1015, 2.6863, -0.2675], [-2.8831, -4.9492, 0.5119], [3.1504, 3.4339, 1.4245], [-5.3525, 7.1135, 2.3754], [-6.3456, 4.0332, 1.8955], [-7.9336, 7.1420, 0.1378], [5.2132, 6.9862, -0.9192], [3.3026, -3.9037, -1.6262], [-0.9598, -1.7265, -1.3096], [5.1349, 11.0175, 5.5731], [-5.2694, 3.1479, 0.7857], [-7.9592, 6.1059, -0.8429], [2.9027, -5.7320, 0.3746], [-5.1906, 2.4384, 2.8345], [3.1547, 12.3013, 6.1743], [3.0211, 11.4876, 5.4627], [-2.5781, 4.2418, 3.7939], [2.4849, 10.2659, 2.4315], [2.5904, 3.2043, -1.5818], [0.5980, 0.9400, -3.2900], [-3.9250, -4.4127, -5.0059], [1.5007, -0.3648, -4.8514], [-4.3136, 4.4570, 2.0425], [-9.1109, 7.8107, 0.5830], [4.6412, -1.3954, -1.1793], [0.7769, -4.6303, -0.2993], [1.3847, -2.4283, -0.1420], [3.2792, 8.8900, 1.1428], [4.7409, -9.3039, -0.2476], [-3.4796, -5.0207, -5.8566], [-1.1067, -6.5401, 5.6111], [2.0681, 10.9889, 5.6563], [-0.6869, -4.9172, 3.8445], [-0.9499, -5.2980, 6.8780], [1.8404, -10.5178, -3.1258], [-4.5146, -2.1587, 1.5366], [3.9043, 4.3662, 0.1052], [2.0593, -3.8656, 6.8131], [-4.8960, 8.6805, 0.2389], [-3.7695, -3.0655, 1.1148], [-5.0177, -1.3031, 2.0539], [1.8185, -3.5122, -4.4519], [3.2577, -7.3446, -0.7285], [1.9842, -2.2525, -2.5578], [-4.4600, -2.2372, -5.0252], [0.6688, -3.0685, -0.7338], [3.7415, -3.6601, 0.4982], [-5.5617, 2.7501, 3.8147], [0.8336, -4.2482, 1.9746], [-0.8767, -1.8186, -4.9773], [0.9415, -5.0979, 1.2388], [-4.6483, -3.1605, -5.6662], [3.9698, -2.0605, 1.3112], [2.2926, -9.5125, -0.0248], [-2.4732, -3.9023, 0.7030], [2.1567, -7.0056, 1.4014], [0.3534, 0.3002, -2.5150], [4.2198, -2.7833, -2.7132], [1.6467, -2.8416, -6.7360], [-3.7783, 2.2511, 2.9326], [0.0290, 0.8503, -1.7135], [-1.8593, -3.4730, -0.5519], [3.6338, -0.2074, -3.4398], [0.8418, -3.0083, -2.1730], [2.4404, -4.7188, 4.4870], [-4.7803, -5.3108, -4.2828], [3.8087, 7.5225, -0.3276], [2.9880, 3.8780, 0.4380], [0.9794, -1.2069, -7.2652], [5.3679, 7.4905, -2.2427], [4.1745, 10.5009, 5.4947], [-6.5060, -4.0751, -3.8705], [1.4569, -10.1128, -1.0182], [-0.1653, 3.8752, 1.4909], [0.6930, -5.6093, -1.3531], [-0.1146, 4.7609, -0.8485], [5.3318, 5.5960, -0.6043], [-5.3805, 3.5364, 1.8019], [0.9831, -11.0111, -0.6248], [4.0427, 8.1492, 0.9363], [2.9688, -11.3161, -2.0029], [0.1054, -5.8473, 1.4430], [5.4282, 8.7582, 0.8226], [0.1082, -2.0813, 1.9128], [-0.7988, -2.4542, -0.4440], [-2.8296, -3.2028, -1.6226], [3.0170, 1.8913, -0.4568], [-5.6777, 1.5090, 2.5419], [4.2385, -2.6577, 0.3780], [-5.7674, -3.2644, -5.7374], [1.2724, -1.4566, -5.0315], [4.0840, 9.7809, 6.3062], [-0.7821, -1.4095, 1.0793], [0.5069, 4.0990, 0.2549], [-4.2152, -2.9248, -6.6792], [-3.7735, -4.2611, -1.8218], [-3.2856, -2.1839, -1.4340], [2.9967, 11.9924, 4.1249], [4.0144, 7.3736, 1.7076], [2.1307, -2.4595, -4.1549], [-2.2237, -3.1228, -2.5869], [-5.8485, 8.3970, 0.6846], [-4.9555, -3.6422, -2.3687], [3.3784, -2.8263, -1.9446], [0.6868, -9.3893, -1.2986], [1.7085, -1.7197, -6.5612], [-1.7310, -4.0051, 4.9636], [-5.7799, 7.0478, 1.3763], [3.8222, -1.9113, -0.8362], [5.8850, 8.9299, 1.7963], [3.2776, -9.3025, -2.2396], [3.1528, 0.4471, -2.8973], [-6.8498, 8.2500, -0.3258], [-7.1355, 6.5945, 1.4357], [2.3797, -10.4133, -2.1859], [3.5247, -8.7480, -0.7398], [2.9731, -5.5085, 2.1874], [-3.0171, 3.6388, 2.5781], [3.2051, -2.3511, -4.5022], [2.7666, -1.3957, -6.7713], [1.5222, -6.1224, -1.3956], [-6.1442, -5.4507, -2.7400], [-5.6155, -3.3693, -1.4785], [-4.7681, -2.6784, -2.9229], [-5.2091, 6.3294, 0.7846], [3.5789, 10.8765, 3.1116], [0.3102, -3.6237, 5.0850], [-0.5980, -5.6195, 5.8943], [1.9102, -0.4107, -2.0408]], "atomic_forces_ev_per_a": [[-3.6, -0.6, 1.0], [0.0, 0.0, 0.0], [0.4, 0.3, -0.4], [-0.4, -0.7, -0.2], [-0.6, 0.2, -0.5], [-0.7, -0.3, 0.0], [-1.3, 0.1, -0.1], [-0.7, 0.7, -1.0], [-0.5, -0.2, -0.5], [0.0, 0.0, 0.1], [-0.4, -0.2, 1.9], [-1.1, -0.6, -0.3], [0.3, 0.5, -0.5], [-0.2, -0.4, -0.4], [-0.3, 0.0, -0.1], [0.1, 0.8, 0.0], [-0.3, 0.5, 0.6], [0.5, 1.2, 0.2], [0.0, 0.0, 0.0], [-0.2, -0.1, 0.0], [0.2, 0.2, 0.1], [0.3, 0.1, 0.0], [-0.3, 0.6, 0.4], [-0.2, 1.1, -0.2], [0.3, -0.7, 1.2], [-0.1, 0.0, 0.1], [-0.1, 0.0, 0.0], [-0.2, 0.5, 0.4], [-0.5, 0.0, 1.5], [-0.4, 0.2, 0.3], [0.0, 0.1, -0.3], [-0.3, -0.4, 0.4], [-0.1, -0.1, -0.6], [0.5, 0.3, 0.2], [0.1, 0.0, 0.0], [-0.9, -0.2, 0.3], [0.5, 0.3, -1.5], [-0.6, -1.3, 0.3], [0.2, -0.2, 0.7], [0.4, -0.5, -0.2], [-0.6, -0.2, 0.3], [-0.8, -0.7, -0.4], [-0.4, -0.5, -1.0], [0.0, -0.2, -0.4], [-0.5, 0.6, 0.0], [-0.6, 0.5, 1.2], [0.3, 0.0, 0.0], [0.1, 0.0, 0.0], [-0.1, 0.0, 0.0], [0.0, 0.0, -0.1], [0.1, 0.3, 0.0], [1.8, -1.7, -0.5], [-0.4, 0.0, 0.1], [0.0, -0.2, -0.7], [-0.2, -0.1, -0.2], [0.1, 2.6, 1.4], [0.5, -1.5, -1.0], [0.3, 1.2, 0.6], [0.6, -1.1, -0.7], [1.7, -1.2, -3.1], [-0.3, -1.0, -0.8], [-1.2, -0.1, 0.5], [0.4, 1.1, -0.4], [-0.1, 0.0, -0.1], [0.4, -0.9, -0.7], [0.7, 0.2, 0.1], [-0.3, -0.6, -0.2], [0.3, 0.6, 0.6], [0.3, -0.7, -1.1], [0.7, 0.1, -0.3], [-2.6, -1.4, -0.1], [0.2, 1.3, 0.2], [1.9, -0.2, -1.1], [-1.4, -0.3, 0.5], [0.0, 1.4, 0.0], [0.1, 0.5, -0.3], [0.4, -0.1, -0.4], [-0.1, -0.4, 1.0], [-0.2, 0.6, 0.0], [1.2, 1.3, 0.6], [-0.1, 0.1, 0.7], [-0.2, 1.4, 0.2], [0.8, 0.0, -0.6], [0.4, -0.5, 0.3], [1.1, -0.6, 0.8], [-0.1, -0.6, 0.5], [0.4, 0.5, 0.3], [0.9, -0.6, 0.2], [-0.5, 0.1, -0.4], [3.3, 0.9, -1.0], [1.1, 1.4, 1.4], [0.0, -0.1, 0.6], [0.4, 0.6, -0.5], [-0.2, -0.5, -0.4], [0.2, 0.1, 0.2], [0.1, -0.3, 0.6], [-0.1, 0.0, 0.0], [0.9, 1.0, -0.1], [-0.3, 0.6, -0.1], [-0.7, 0.3, -1.0], [0.9, 0.1, -1.1], [1.5, 0.5, -1.0], [-0.3, -0.1, 0.1], [0.2, 0.0, 0.0], [0.6, 0.4, 1.3], [1.2, -0.1, -0.1], [1.6, -0.4, -1.7], [-0.1, -0.1, -0.3], [0.4, -0.3, 0.3], [0.5, -0.2, 0.3], [-0.5, -0.4, 1.0], [0.1, 1.9, 0.1], [-0.2, -1.1, -0.1], [0.6, -0.4, -0.4], [0.0, 0.1, 0.0], [-1.1, 0.4, 0.1], [-0.6, 0.1, 1.2], [0.1, 0.3, 0.5], [-0.9, -0.3, -0.2], [0.3, 1.2, -0.2], [0.0, -0.1, 0.0], [-0.8, -0.4, 0.3], [0.2, 0.2, 0.1], [0.6, 0.0, -0.4], [0.8, -1.9, 0.0], [0.1, -0.2, -0.1], [-0.2, 0.6, 0.6], [-1.0, -1.9, -0.3], [-0.3, -0.7, 0.1], [-0.5, 0.5, -0.3], [0.0, -0.6, 0.2], [-0.1, -0.6, -0.3], [-0.9, -0.7, -0.9], [0.1, -0.4, -0.6], [-1.1, 0.1, 0.5], [-1.0, -0.2, 0.3], [-0.6, -0.2, 0.2], [0.6, 0.8, -1.0], [0.4, -0.4, -1.3], [0.3, -1.0, 0.6], [0.1, 0.1, 0.1], [0.0, 0.4, 0.8], [0.4, -0.3, 0.6], [-0.5, 0.2, 0.3], [-0.8, 1.2, 2.7]]}


Number 1: molecular weight 1093.58 g mol⁻¹. Number 2: molecular weight 1446.09 g mol⁻¹.